1.
An isolated molecule of C25H28NO4P, computed with the ωB97M-V functional and the def2-TZVPD basis.

The geometry in XYZ format:
```
59
Properties=species:S:1:pos:R:3:forces:R:3
C -0.813 -2.560 3.921 0.707 0.095 -0.200
C 0.345 -2.300 3.722 -0.550 -0.004 0.201
C 1.749 -1.989 3.430 -0.297 -0.263 -0.323
C 1.923 -1.468 1.983 -0.301 0.025 0.054
C 2.027 0.070 1.865 -0.019 -0.083 0.004
C 0.757 0.731 1.388 -0.052 0.067 0.261
C -0.040 1.498 2.241 0.079 0.161 0.110
P 0.285 1.881 3.983 -0.449 -0.474 0.614
N -0.522 1.002 4.999 0.194 0.296 -0.262
C -1.254 2.027 1.808 0.086 0.053 -0.014
C -1.678 1.799 0.521 0.122 -0.047 -0.077
C -0.863 1.079 -0.357 -0.102 0.019 0.013
C 0.356 0.550 0.054 -0.069 0.015 -0.299
C 1.240 -0.197 -0.912 -0.068 0.057 0.041
C 2.353 0.707 -1.469 0.064 -0.275 -0.067
C 3.638 -0.003 -1.982 -0.032 0.157 0.029
C 4.852 0.337 -1.114 -0.342 0.145 -0.110
C 3.512 -1.510 -2.150 0.208 -0.116 -0.116
C -1.378 0.940 -1.754 -0.048 0.064 0.084
O -0.669 1.050 -2.727 0.126 -0.038 -0.138
C -2.854 0.721 -1.850 0.045 0.032 0.213
C -3.424 -0.161 -2.757 -0.140 -0.108 -0.167
C -2.617 -0.980 -3.726 0.273 0.075 -0.109
O -2.231 -2.261 -3.217 -0.438 -0.122 0.021
O -1.832 -2.057 -1.849 0.252 0.190 0.007
C -4.800 -0.328 -2.727 -0.236 -0.013 -0.027
C -5.603 0.377 -1.844 -0.163 -0.062 -0.012
C -5.036 1.261 -0.952 0.190 0.212 0.079
C -3.660 1.414 -0.948 0.155 0.029 -0.072
C -2.997 2.299 0.050 0.004 0.023 -0.027
O -3.497 3.320 0.462 -0.157 -0.052 0.209
H -1.835 -2.794 4.088 -0.045 0.038 0.054
H 2.310 -2.919 3.529 0.121 0.046 0.156
H 2.132 -1.277 4.160 0.069 -0.011 0.072
H 1.048 -1.806 1.430 0.030 -0.066 -0.107
H 2.781 -1.949 1.515 0.177 0.078 0.090
H 2.303 0.458 2.840 0.123 0.078 -0.024
H 2.831 0.345 1.184 0.084 -0.067 -0.006
H 0.049 3.265 4.072 0.129 0.103 -0.251
H 1.682 1.817 4.114 0.080 0.118 -0.123
H -1.098 1.558 5.617 -0.018 -0.132 0.126
H -1.882 2.596 2.481 -0.051 0.061 0.006
H 0.639 -0.567 -1.737 0.034 -0.153 0.004
H 1.641 -1.066 -0.402 0.152 0.000 -0.007
H 1.918 1.273 -2.290 -0.089 0.135 0.059
H 2.628 1.428 -0.698 0.064 0.107 -0.030
H 3.838 0.406 -2.975 0.033 0.033 -0.046
H 4.815 -0.208 -0.169 0.105 -0.057 0.062
H 4.856 1.403 -0.888 0.099 0.056 0.040
H 5.777 0.107 -1.639 0.113 -0.160 0.107
H 4.466 -1.925 -2.479 0.035 0.019 -0.067
H 3.272 -2.013 -1.213 -0.059 -0.009 0.045
H 2.770 -1.782 -2.899 -0.140 -0.019 0.051
H -3.241 -1.206 -4.588 0.042 -0.192 -0.066
H -1.731 -0.454 -4.068 0.010 0.111 0.080
H -1.680 -2.971 -1.582 -0.002 -0.089 -0.029
H -5.266 -1.029 -3.406 0.042 -0.064 -0.076
H -6.674 0.231 -1.846 -0.060 -0.046 -0.045
H -5.619 1.829 -0.242 -0.119 0.025 0.001
```
Positions in Å, forces in eV/Å.

Output
Charge: 0
HOMO level in eV: -8.68
LUMO level in eV: -0.67
Frontier orbital gap in eV: 8.01

***

2.
A structure of composition C4H8O3 at a distorted geometry, computed with the ωB97M-V functional and the def2-TZVPD basis.

The geometry in XYZ format:
```
15
Properties=species:S:1:pos:R:3:forces:R:3
C -0.659 -0.168 -1.512 0.038 0.513 -0.020
C 0.453 0.052 -0.517 0.207 1.979 -0.233
O 0.667 1.706 -0.152 -0.341 -1.428 -0.778
C 0.385 -0.511 0.880 -0.147 -0.363 -0.674
O 1.313 0.183 1.589 -0.116 1.484 -0.557
C -0.996 -0.683 1.525 -0.047 0.213 0.220
O -1.275 -0.376 2.654 0.195 -0.089 -0.605
H -0.512 0.588 -2.277 -0.272 0.017 -0.309
H -0.624 -1.151 -2.011 0.279 0.297 0.424
H -1.652 -0.049 -1.070 0.192 0.104 -0.079
H 1.445 -0.186 -0.898 -0.134 0.084 -0.130
H 1.454 2.135 -0.554 -0.658 -0.802 -0.109
H 0.596 -1.569 0.511 0.343 0.162 1.140
H 1.144 1.233 0.954 0.366 -2.224 1.606
H -1.741 -1.205 0.877 0.095 0.053 0.104
```
Positions in Å, forces in eV/Å.

Output
Charge: 0
HOMO level in eV: -9.23
LUMO level in eV: 0.33
Relative energy (zero: lowest compared OMol25 entry of this formula, charge and spin) in kJ/mol: 344.8
Frontier orbital gap in eV: 9.57

***

3.
A structure of composition C22H42MnN10OSSi4Te at a distorted geometry, computed with the ωB97M-V functional and the def2-TZVPD basis.

The geometry in XYZ format:
```
82
Properties=species:S:1:pos:R:3:forces:R:3
Mn 13.284 9.363 16.063 0.359 -2.056 0.407
N 11.226 7.775 19.514 0.092 -0.131 0.077
C 11.999 8.199 18.445 0.176 -0.520 -0.217
S 11.504 9.488 17.343 -1.395 -0.203 2.107
N 13.058 7.473 18.269 0.505 -0.585 0.157
N 13.779 7.742 17.138 -0.621 0.853 -0.540
C 14.683 6.915 16.615 1.243 0.147 -0.364
C 15.374 7.440 15.440 -1.102 -0.822 1.749
C 16.375 6.803 14.672 0.844 0.669 -1.163
C 17.023 7.548 13.673 0.096 -1.074 0.037
C 16.583 8.860 13.384 0.708 0.786 -0.007
C 15.588 9.415 14.180 0.279 -1.226 -0.595
N 14.958 8.709 15.148 0.689 1.422 -1.508
H 10.498 8.293 19.953 -0.117 0.775 -0.296
H 11.784 7.265 20.172 0.027 -0.355 0.127
H 15.051 6.045 17.178 -0.412 0.150 -0.480
H 16.601 5.748 14.823 0.101 0.330 0.185
H 17.892 7.146 13.060 -1.379 0.236 0.941
H 17.116 9.438 12.588 -0.758 -0.427 0.910
H 15.240 10.423 14.003 -0.102 0.041 0.059
O 11.764 11.694 15.084 -0.349 0.293 -0.119
C 12.446 10.818 15.345 0.140 1.427 -1.288
N 15.385 9.851 18.268 -2.128 -0.050 -0.616
C 16.340 10.667 18.684 -0.433 1.809 -0.070
C 16.119 11.931 18.116 0.692 0.004 -0.186
C 14.967 11.777 17.308 -0.574 -0.975 0.322
N 14.461 10.495 17.423 3.263 2.031 1.535
H 15.110 8.934 18.679 0.260 0.957 -0.851
H 17.019 10.433 19.477 0.331 -0.430 -0.009
H 16.799 12.817 18.244 -1.087 -1.101 -0.223
H 14.459 12.571 16.682 0.619 -1.401 0.815
N 7.463 8.462 13.541 -1.192 0.289 0.100
C 8.521 8.289 14.345 1.197 -0.372 -0.773
N 8.432 8.493 15.672 0.407 -0.131 -0.652
N 9.667 7.876 13.708 -3.054 0.926 0.723
C 10.759 8.043 14.369 4.593 -0.026 1.346
N 11.848 8.159 14.842 -3.354 -0.783 -2.034
H 6.554 8.858 13.843 1.297 -0.603 -0.275
H 7.639 8.325 12.553 -0.133 0.062 0.325
H 7.645 8.853 16.182 -0.181 0.063 -0.408
H 9.320 8.545 16.140 0.420 0.009 0.585
C 15.173 10.581 9.834 0.710 -0.694 -0.432
Si 13.397 10.070 9.357 0.182 1.546 -1.844
C 13.018 10.974 7.668 0.121 -0.591 0.261
C 12.217 10.737 10.655 0.049 -0.886 0.460
Si 12.932 7.773 8.894 0.441 -0.386 0.449
Te 12.957 7.316 11.287 -0.143 -0.525 1.071
Si 14.795 6.357 8.276 0.811 0.498 -0.719
C 15.118 7.058 6.493 0.011 -1.140 -0.286
C 14.351 4.499 8.093 0.515 0.309 -0.555
C 16.453 6.399 9.260 -0.666 -0.665 0.614
Si 10.855 7.228 7.863 0.799 0.083 -0.251
C 10.535 5.350 7.757 0.136 0.197 0.451
C 11.181 8.003 6.141 -0.232 -0.774 -0.413
C 9.411 8.054 8.751 -0.272 0.082 -0.270
H 15.299 11.566 10.362 -0.395 -0.916 -0.537
H 15.865 10.559 8.922 -0.921 0.024 1.218
H 15.484 9.762 10.518 0.260 0.573 -0.179
H 13.562 11.936 7.632 -0.409 -0.358 -0.109
H 11.930 11.121 7.574 0.288 0.212 0.019
H 13.306 10.344 6.797 0.070 0.504 0.530
H 12.148 11.829 10.757 0.293 -0.322 -0.083
H 12.618 10.263 11.592 -0.730 0.629 -0.409
H 11.210 10.345 10.433 0.268 0.098 0.349
H 14.437 6.449 5.866 0.309 0.103 0.021
H 16.147 6.922 6.071 -0.775 0.134 0.472
H 14.769 8.073 6.312 0.259 0.218 0.308
H 13.385 4.448 7.575 0.064 -0.250 0.322
H 14.339 3.937 9.056 -0.021 0.370 -0.817
H 15.106 4.069 7.362 -0.692 0.317 1.022
H 16.920 7.380 9.279 -0.053 0.196 -0.004
H 17.156 5.713 8.706 -0.695 0.448 0.751
H 16.278 6.081 10.346 0.436 0.218 -1.537
H 11.089 4.919 6.914 -0.246 -0.004 0.132
H 9.457 5.197 7.640 0.107 -0.027 -0.321
H 10.794 4.785 8.672 0.109 0.425 -0.338
H 11.330 7.244 5.332 -0.282 0.528 0.613
H 12.067 8.633 6.125 0.143 -0.020 0.193
H 10.359 8.663 5.874 -0.231 -0.036 -0.249
H 9.616 8.143 9.823 -0.103 -0.063 -0.060
H 8.494 7.464 8.595 0.261 0.037 0.190
H 9.185 9.049 8.346 0.258 -0.099 0.136
```
Positions in Å, forces in eV/Å.

Output
Charge: 0
HOMO level (alpha / beta) in eV: -4.66 / -7.03
LUMO level (alpha / beta) in eV: 0.27 / -1.31
Relative energy (zero: lowest compared OMol25 entry of this formula, charge and spin) in kJ/mol: 176.6
Frontier orbital gap (alpha / beta) in eV: 4.94 / 5.72
Expectation value of S²: 8.8600
Spin multiplicity: 6

***

4.
A cluster of 3 separate species, C31H62BBr2FN3O6 in total at a distorted geometry, computed with the ωB97M-V functional and the def2-TZVPD basis.

The geometry in XYZ format:
```
106
Properties=species:S:1:pos:R:3:forces:R:3
C 4.757 0.612 0.938 0.028 0.104 0.031
C 5.311 1.995 0.590 -0.600 -0.224 -0.102
C 4.574 2.616 -0.592 0.569 -0.297 -0.335
C 5.093 3.994 -0.996 0.035 -0.233 0.312
C 4.789 5.099 0.009 -0.514 0.133 -0.449
C 3.269 5.358 0.133 0.684 -0.085 -0.178
C 2.872 6.783 -0.225 -0.133 -0.374 -0.269
C 1.403 7.116 0.022 0.072 0.323 0.389
C 0.861 6.713 1.408 -0.449 0.179 -0.333
C -0.239 5.623 1.401 0.188 0.035 0.353
C 0.191 4.314 2.079 0.401 0.182 -0.323
C 0.820 3.251 1.145 -0.080 0.046 0.512
C -0.124 2.211 0.677 -0.059 -0.121 0.252
N -0.824 1.357 1.459 -0.177 -0.063 -0.602
C -0.752 1.261 2.917 0.446 0.444 0.477
C 0.674 1.255 3.443 -0.015 -0.026 -0.253
N 1.562 0.441 3.084 0.236 -0.093 -0.007
C -1.624 0.564 0.645 0.020 0.198 -1.198
C -2.616 -0.513 1.001 0.601 0.085 0.269
Br -3.707 -0.112 2.554 -0.183 -0.001 -0.073
C -2.008 -1.915 1.033 -0.399 -0.255 -0.462
C -3.058 -3.023 0.847 0.134 0.408 0.220
Br -0.881 -2.240 2.579 0.130 -0.033 -0.026
C -1.356 0.924 -0.663 0.023 -0.176 1.356
C -1.910 0.381 -1.943 0.120 0.215 0.716
C -3.079 1.227 -2.453 0.244 0.086 0.064
F -2.985 1.355 -3.823 -0.067 -0.061 -0.175
N -0.414 1.946 -0.595 -0.714 -0.394 -0.424
C 0.154 2.592 -1.783 0.478 0.455 0.449
B -0.108 4.169 -1.910 0.097 0.100 0.124
O -1.375 4.677 -1.823 0.050 -0.658 -0.376
O 0.940 5.009 -2.129 -0.368 -0.407 -0.821
H 5.220 -0.158 0.326 0.035 -0.113 -0.068
H 4.929 0.371 1.983 0.054 -0.135 0.082
H 3.682 0.552 0.766 -0.136 0.069 0.050
H 6.358 1.876 0.321 0.214 0.275 0.166
H 5.220 2.651 1.454 0.195 0.071 0.132
H 3.498 2.609 -0.396 -0.122 0.143 0.076
H 4.733 1.945 -1.441 -0.170 -0.072 -0.107
H 4.685 4.256 -1.974 -0.073 0.162 -0.094
H 6.173 3.916 -1.128 0.087 -0.004 -0.079
H 5.253 6.013 -0.358 0.220 0.108 0.169
H 5.212 4.856 0.978 0.177 0.069 0.102
H 2.945 5.081 1.134 -0.172 0.002 0.049
H 2.792 4.686 -0.583 -0.212 -0.046 0.190
H 3.058 6.895 -1.295 0.130 0.172 -0.098
H 3.543 7.488 0.264 -0.070 0.083 0.257
H 0.779 6.692 -0.762 0.092 -0.004 0.116
H 1.293 8.195 -0.074 0.010 0.120 -0.100
H 1.660 6.419 2.083 0.171 0.021 0.050
H 0.416 7.602 1.848 0.012 0.082 0.142
H -0.597 5.464 0.385 -0.090 -0.108 -0.008
H -1.084 6.006 1.968 -0.179 0.012 -0.034
H -0.623 3.889 2.654 -0.225 -0.112 0.006
H 0.963 4.575 2.799 -0.003 -0.044 0.213
H 1.602 2.744 1.707 0.202 -0.144 -0.096
H 1.315 3.729 0.306 -0.113 -0.033 -0.122
H -1.196 0.329 3.233 -0.171 -0.131 -0.133
H -1.311 2.069 3.376 -0.188 0.092 -0.063
H 0.938 2.006 4.181 -0.073 0.073 0.175
H 1.207 -0.222 2.392 0.020 -0.081 -0.043
H -3.328 -0.533 0.186 -0.139 0.035 -0.120
H -1.331 -1.950 0.183 0.236 0.051 0.024
H -2.792 -3.654 0.006 0.086 -0.168 0.002
H -4.025 -2.577 0.628 -0.168 -0.023 0.050
H -3.151 -3.622 1.744 -0.146 -0.182 0.013
H -2.185 -0.650 -1.748 -0.137 -0.175 -0.254
H -1.113 0.363 -2.679 -0.050 -0.095 -0.256
H -4.039 0.783 -2.204 -0.115 -0.061 -0.040
H -3.032 2.226 -2.021 -0.036 0.128 -0.035
H -0.259 2.124 -2.668 -0.173 -0.108 -0.045
H 1.224 2.384 -1.799 0.097 -0.098 0.037
H -1.538 5.267 -2.568 -0.145 0.510 0.328
H 1.734 4.553 -2.424 0.255 0.119 0.145
C -0.999 -5.498 -3.671 -0.038 -0.072 0.031
O -0.935 -5.312 -2.265 0.070 0.098 -0.151
C 0.361 -5.513 -1.723 -0.237 -0.018 0.134
C 1.033 -4.191 -1.439 0.297 -0.012 -0.006
O 1.297 -3.447 -2.618 -0.168 0.000 -0.003
C 0.343 -2.442 -2.872 0.049 0.005 0.005
H -1.945 -5.083 -4.015 -0.021 -0.017 0.032
H -0.180 -4.989 -4.184 0.014 0.008 0.003
H -0.973 -6.563 -3.919 0.035 0.012 -0.031
H 0.973 -6.134 -2.382 0.015 0.048 -0.051
H 0.240 -6.048 -0.775 0.042 -0.029 -0.010
H 1.992 -4.369 -0.944 -0.019 -0.004 0.012
H 0.402 -3.612 -0.757 -0.024 0.069 0.073
H 0.493 -1.588 -2.192 -0.037 -0.013 0.012
H -0.680 -2.815 -2.761 -0.006 0.006 0.002
H 0.482 -2.100 -3.897 0.037 0.015 0.005
C -2.853 -6.560 -0.027 -0.094 -0.053 -0.011
O -4.137 -6.417 0.557 0.130 0.015 0.075
C -4.948 -7.575 0.424 -0.116 0.160 0.016
C -4.960 -8.407 1.687 0.035 -0.203 -0.007
O -3.684 -8.955 1.971 0.044 0.121 -0.046
C -2.969 -8.247 2.966 -0.009 -0.049 0.021
H -2.233 -5.740 0.334 -0.004 -0.026 -0.011
H -2.383 -7.506 0.254 -0.013 -0.006 0.010
H -2.914 -6.495 -1.116 0.048 -0.027 -0.016
H -4.613 -8.181 -0.423 0.025 -0.023 0.004
H -5.967 -7.237 0.215 -0.001 -0.024 -0.004
H -5.652 -9.244 1.549 -0.018 0.020 0.003
H -5.319 -7.809 2.530 0.003 0.033 0.000
H -3.375 -8.461 3.960 -0.001 0.049 0.010
H -2.996 -7.168 2.791 -0.005 0.008 0.002
H -1.935 -8.585 2.931 -0.015 -0.046 0.001
```
Positions in Å, forces in eV/Å.

Output
Charge: +1
HOMO level in eV: -10.74
LUMO level in eV: -2.35
Frontier orbital gap in eV: 8.39